Entry 1:
The following is a DFT calculation (wB97M-V/def2-TZVPD) of a structure of composition C4H6OS.

Output
F_max   4.7 eV Å⁻¹
M   102.2 g mol⁻¹
HOMO level   -8.63 eV

Each line ends with the natural charge from an NBO analysis.
Cartesian coordinates (Å):
C1 0.6961 0.7679 0.8984  0.12
C2 0.9215 1.9552 1.4367  -0.53
C3 -0.7452 -0.2545 -0.9892  -0.09
C4 0.0353 -1.4504 -0.4023  -0.54
O1 -0.8838 0.6289 0.0751  -0.57
S1 1.3660 -0.7686 0.6281  0.30
H1 1.5160 1.9494 2.3493  0.23
H2 0.3235 2.7285 1.1113  0.24
H3 -0.2009 0.2712 -1.8663  0.16
H4 -1.7708 -0.4411 -1.3591  0.21
H5 -0.5069 -2.2510 0.2161  0.23
H6 0.6035 -1.9970 -1.1527  0.23

***

Entry 2:
The following is a DFT calculation (wB97M-V/def2-TZVPD) of a cluster of 2 separate species, C10H16NO2P in total.

Output
F_max   3.7 eV Å⁻¹
M   213.2 g mol⁻¹
HOMO level (alpha / beta)   -7.74 / -8.29 eV

Each line ends with the natural charge from an NBO analysis.
Cartesian coordinates (Å):
C1 -3.4230 -1.9124 0.6536  -0.32
C2 2.9221 0.8254 0.3047  -0.29
C3 -2.7484 -0.9846 -0.0242  -0.13
C4 2.8151 -0.4951 0.0582  -0.12
C5 -1.3794 -1.2994 -0.4951  0.36
C6 1.5650 -1.1540 0.4266  0.38
C7 -3.2138 0.3942 -0.1215  -0.65
C8 4.0101 -1.3972 -0.1849  -0.65
C9 0.0052 1.4542 -2.2508  -0.44
C10 -0.5655 1.6446 2.2164  -0.68
N1 0.5713 0.5862 -1.2755  -0.96
O1 -1.1209 -2.1337 -1.2569  -0.47
O2 1.4533 -2.2242 0.9035  -0.51
P1 0.0084 -0.0336 0.0094  1.14
H1 -4.2929 -1.7109 1.3481  0.20
H2 -3.1248 -2.8713 0.5967  0.20
H3 3.9000 1.3250 0.3340  0.21
H4 1.9738 1.3889 0.5362  0.22
H5 -3.1595 0.8303 0.8456  0.23
H6 -4.3286 0.5282 -0.5117  0.24
H7 -2.5281 1.0292 -0.6641  0.22
H8 3.7055 -2.3814 -0.4547  0.24
H9 4.5670 -0.8153 -0.9162  0.23
H10 4.8123 -1.3560 0.5283  0.23
H11 -0.7430 0.9772 -2.9859  0.19
H12 0.8185 1.8931 -2.8150  0.20
H13 -0.4206 2.4440 -1.8727  0.18
H14 0.1461 1.8474 3.0109  0.19
H15 -0.7365 2.4379 1.4033  0.19
H16 -1.4887 1.1633 2.6536  0.19

***

Entry 3:
The following is a DFT calculation (wB97M-V/def2-TZVPD) of a structure of composition C8H19N.

Output
F_max   6.5 eV Å⁻¹
M   129.2 g mol⁻¹
HOMO level   -7.96 eV

Each line ends with the natural charge from an NBO analysis.
Cartesian coordinates (Å):
C1 0.7325 0.4319 0.0243  0.06
C2 -1.1036 -0.3750 -0.0444  0.05
C3 1.2578 -0.8799 -0.2727  -0.21
C4 0.8763 1.4800 -1.0560  -0.65
C5 0.9642 0.9814 1.4130  -0.65
C6 -1.4119 -1.0257 1.2965  -0.65
C7 -1.9943 0.8460 -0.2328  -0.64
C8 -1.3829 -1.3610 -1.1722  -0.65
N1 2.9959 -0.6376 -0.1457  -0.93
H1 3.3405 0.0615 -0.7995  0.34
H2 3.2781 -0.3577 0.7905  0.34
H3 1.1210 -1.6538 0.4727  0.21
H4 1.1931 -1.1908 -1.3085  0.21
H5 0.2031 2.3156 -0.8631  0.22
H6 0.6661 1.0775 -2.0447  0.21
H7 1.8893 1.8837 -1.0539  0.22
H8 1.0734 0.1890 2.1502  0.22
H9 1.8646 1.5962 1.4322  0.22
H10 0.1305 1.6213 1.7068  0.21
H11 -3.0491 0.5646 -0.1329  0.20
H12 -2.4538 -1.5902 -1.2193  0.22
H13 -1.0870 -0.9585 -2.1412  0.21
H14 -1.3198 -0.3207 2.1220  0.21
H15 -2.4443 -1.3933 1.3117  0.21
H16 -0.7721 -1.8853 1.4960  0.20
H17 -1.8789 1.2819 -1.2247  0.21
H18 -1.8023 1.6178 0.5130  0.20
H19 -0.8863 -2.3185 -1.0174  0.21

***

Entry 4:
The following is a DFT calculation (wB97M-V/def2-TZVPD) of a cluster of 2 separate species, C4H7IN in total.

Output
F_max   3.3 eV Å⁻¹
Net charge   +1
M   196.0 g mol⁻¹
HOMO level   -13.38 eV

Each line ends with the natural charge from an NBO analysis.
Cartesian coordinates (Å):
C1 1.4552 2.0025 -0.5985  -0.01
C2 0.9504 0.9135 -0.5381  -0.17
C3 0.4342 -0.7141 1.1899  -0.71
C4 0.3783 -0.4257 -0.2201  0.45
N1 -0.1197 -1.1942 -1.1789  -0.62
I1 -3.1093 0.8768 -0.6560  -0.10
H1 2.0037 2.9802 -0.4587  0.30
H2 -0.4360 -1.1861 1.6078  0.28
H3 1.3800 -1.3805 1.1881  0.30
H4 0.8446 0.1326 1.8029  0.29
H5 0.1028 -0.8924 -2.0855  0.43
H6 -0.7003 -1.9982 -1.0082  0.45
H7 -3.1838 0.8857 0.9553  0.11